35
Properties=species:S:1:pos:R:3:forces:R:3 method="wB97M-V/def2-TZVPD" s_squared=3.777 homo_energy_ev="-8.050 / -8.166" multiplicity=4 homo_lumo_gap_ev="7.49 / 7.26" relative_energy_kj_mol=0.0 charge=0
Cr 1.040316 0.883738 0.550001 -0.194 -1.306 1.212
N 1.358577 -0.242949 2.311232 0.045 0.114 -0.092
N 2.159147 -1.347095 1.934598 -0.011 0.000 0.047
C 2.960591 -1.158776 0.789642 -0.177 0.090 -0.435
O 3.816897 -1.969724 0.523132 0.087 0.043 0.108
O 2.612052 -0.131092 0.056680 0.053 -0.066 0.085
H 1.841131 0.378365 2.968013 0.012 0.004 0.070
H 0.501592 -0.576199 2.738503 -0.070 0.005 -0.076
H 2.630334 -1.826462 2.687101 0.028 0.002 0.041
I -3.486519 2.489307 2.470232 -0.015 0.051 0.036
C -3.034265 0.870952 1.258721 -0.255 -0.088 -0.059
C -4.063694 0.003381 0.826600 0.090 0.150 0.106
C -3.811850 -1.069780 0.020486 0.070 -0.031 -0.058
I -5.402018 -2.275162 -0.577090 -0.044 -0.050 -0.027
C -2.482940 -1.346161 -0.396122 -0.030 -0.073 -0.018
C -2.068476 -2.411828 -1.229768 -0.112 0.033 0.039
C -0.748532 -2.570247 -1.543862 0.103 -0.005 0.003
C 0.198474 -1.670147 -1.026150 -0.013 -0.113 0.048
N -0.158421 -0.669937 -0.256375 -0.133 0.236 0.026
C -1.473992 -0.481295 0.057996 0.223 0.059 -0.014
C -1.726493 0.669535 0.876781 0.315 0.026 -0.016
O -0.714872 1.434223 1.210348 -0.165 -0.070 -0.203
H -5.076859 0.206276 1.146412 0.013 0.017 0.007
H -2.809635 -3.100152 -1.615802 0.004 0.013 0.018
H -0.417618 -3.382074 -2.176147 -0.006 0.011 0.012
H 1.259198 -1.772020 -1.225431 -0.014 0.016 -0.035
O 2.836444 2.031434 3.677294 -0.112 -0.402 0.153
S 2.645979 2.885911 2.502980 0.450 0.634 0.402
N 1.959882 2.379946 1.319505 -0.149 0.293 -0.592
Cl 2.223702 0.944687 -4.534780 0.075 -0.119 -0.153
C 1.716909 2.407254 -3.704802 -0.135 -0.171 0.652
Cl 3.025057 3.573043 -3.595289 0.100 0.082 -0.045
Cl 0.292316 3.110281 -4.455776 -0.119 0.078 -0.124
C 1.345710 2.014515 -2.324113 0.017 0.266 -0.458
N 1.051874 1.718253 -1.264749 0.067 0.273 -0.659